Entry 1:
{
  "formula": "C6H22O8",
  "method": "ωB97M-V/def2-TZVPD",
  "species": ["O", "H", "H", "O", "H", "H", "C", "C", "O", "O", "H", "H", "H", "H", "H", "H", "C", "C", "O", "O", "H", "H", "H", "H", "H", "H", "C", "C", "O", "O", "H", "H", "H", "H", "H", "H"],
  "positions_angstrom": [[28.2330, 5.7260, -13.0650], [28.9790, 5.3050, -12.6310], [28.3800, 6.7030, -13.1370], [30.9150, 4.6680, -13.2880], [30.9370, 4.6720, -14.2280], [30.5880, 3.7550, -13.0710], [29.5560, 6.2750, -16.5130], [28.3290, 5.9600, -17.4480], [28.1070, 6.8190, -18.5220], [29.8490, 5.1010, -15.6840], [29.4000, 7.1220, -15.8840], [30.4700, 6.4550, -17.1380], [27.4800, 5.9860, -16.7410], [28.4660, 4.9580, -17.7670], [27.3420, 6.5580, -19.0010], [29.1650, 4.9610, -15.0030], [31.4520, 4.8540, -9.9490], [32.7990, 5.0760, -10.7810], [33.0640, 6.4890, -10.8930], [31.2160, 3.4810, -9.6310], [30.6560, 5.3840, -10.4790], [31.5280, 5.4280, -9.0610], [32.7480, 4.4950, -11.6890], [33.5960, 4.5110, -10.2440], [32.4950, 7.0040, -11.4490], [30.4220, 3.1880, -10.0660], [31.3240, 1.3380, -12.8460], [29.7850, 1.3980, -12.7920], [29.4690, 2.6390, -12.2440], [31.6660, -0.0330, -13.2430], [31.8000, 1.5460, -11.9210], [31.7850, 2.0470, -13.5900], [29.4250, 0.5000, -12.2370], [29.2930, 1.1920, -13.7800], [28.6100, 2.5510, -11.8180], [32.6010, 0.0360, -13.4240]],
  "forces_ev_per_angstrom": [[-0.8, 1.1, -0.5], [0.6, 0.4, -0.1], [0.2, -1.5, 0.4], [-0.1, -1.4, 1.8], [0.1, 0.4, -1.6], [0.4, 1.4, 0.0], [0.6, -1.4, -1.4], [-0.1, 0.3, 2.3], [1.6, 1.2, 0.3], [-0.5, 0.7, -1.0], [-0.3, 0.7, 0.4], [-0.8, -0.2, 0.6], [-0.1, -0.2, -0.3], [0.2, -1.1, -0.4], [-0.9, -0.4, -0.5], [0.0, 0.6, -0.3], [1.3, 0.3, -1.4], [-1.4, -0.5, 1.4], [1.3, -1.4, 1.0], [0.4, 0.7, 0.0], [-0.3, -0.6, -0.4], [0.4, 0.3, 1.2], [-0.3, 0.5, -0.8], [-0.1, 1.3, 0.1], [-0.8, -0.4, -0.7], [-0.3, -0.1, -0.4], [-0.2, -1.2, -2.2], [0.9, -2.1, -0.9], [-1.1, 0.1, 0.8], [-0.4, 1.3, 0.3], [0.0, 0.3, 1.2], [-0.8, -0.5, 0.5], [0.3, 0.8, 0.4], [0.7, 0.7, 0.4], [-0.1, 0.4, -0.1], [0.4, -0.5, -0.2]],
  "de_lowest_kcal_mol": 36.7,
  "orbital_gap_ev": 9.956,
  "smiles": "OCCO.OCCO.OCCO.O.O",
  "lumo_energy_ev": 0.230
}

=====

Entry 2:
{
  "formula": "C10H12Cl4O2",
  "method": "ωB97M-V/def2-TZVPD",
  "species": ["C", "C", "C", "C", "C", "C", "C", "C", "O", "C", "O", "H", "H", "H", "H", "H", "H", "H", "H", "H", "H", "H", "H", "C", "Cl", "Cl", "Cl", "Cl"],
  "positions_angstrom": [[2.3617, -0.8531, -0.5238], [1.6569, 0.1493, -0.6003], [0.4984, 1.1203, -0.9934], [-0.7495, 1.0981, 0.0009], [-0.8793, -0.2009, 0.9038], [-1.4074, -1.5067, 0.1623], [-2.9595, -1.6525, -0.1785], [-2.9109, -0.9581, -1.6333], [-1.5567, -1.0802, -2.1614], [-0.8353, -1.9073, -1.2539], [0.0247, -2.7028, -1.5541], [2.9354, -1.8142, -0.4210], [0.9372, 2.1703, -0.9390], [0.1298, 0.9895, -2.0524], [-0.6129, 1.9758, 0.7208], [-1.7149, 1.3338, -0.5572], [0.0641, -0.4337, 1.4997], [-1.6650, 0.0443, 1.6995], [-1.2037, -2.3171, 0.9323], [-3.7150, -1.2694, 0.5629], [-3.0484, -2.7490, -0.4605], [-3.2553, 0.1179, -1.4581], [-3.6303, -1.3745, -2.4032], [4.3074, 2.3633, 2.1412], [5.8761, 2.8506, 1.4668], [4.5468, 1.6926, 3.7683], [3.2404, 3.7795, 2.2374], [3.5653, 1.1343, 1.0944]],
  "forces_ev_per_angstrom": [[-0.7, 0.3, 0.0], [-1.1, -1.5, -1.5], [0.9, 0.7, 0.7], [0.4, 0.4, 1.0], [-1.0, 0.5, -0.3], [-0.3, -1.6, 1.6], [1.8, -0.2, -2.3], [-1.8, 1.1, 0.7], [-0.3, -1.4, 1.2], [0.6, 0.7, 0.7], [-1.8, 1.7, 0.2], [-0.9, 1.8, -0.1], [-0.5, -1.3, -0.2], [0.8, -0.4, 1.2], [-0.2, -1.2, -0.9], [1.3, -0.5, 0.6], [-1.1, 0.4, -1.2], [0.9, -0.4, -1.0], [0.1, 0.6, -1.3], [0.9, -0.4, -1.0], [-0.4, 1.1, 1.0], [1.0, -1.1, -0.7], [0.9, 0.2, 1.0], [0.1, -0.2, 0.0], [-0.2, 0.0, 0.1], [0.0, 0.1, -0.2], [0.1, -0.2, 0.0], [0.3, 0.7, 0.5]],
  "orbital_gap_ev": 10.241,
  "smiles": "C#CCCC[C@H]1CCOC1=O.ClC(Cl)(Cl)Cl",
  "lumo_energy_ev": 0.479
}

=====

Entry 3:
{
  "formula": "C38H39As2BrN5O9RuSSi",
  "method": "ωB97M-V/def2-TZVPD",
  "species": ["Ru", "C", "Si", "C", "C", "C", "C", "C", "C", "N", "C", "S", "H", "H", "H", "H", "H", "H", "H", "H", "H", "H", "H", "H", "Br", "C", "C", "C", "C", "C", "C", "N", "N", "C", "C", "C", "C", "O", "C", "N", "C", "C", "C", "C", "H", "H", "H", "H", "H", "H", "H", "H", "H", "C", "O", "C", "O", "C", "C", "As", "C", "C", "C", "As", "C", "C", "O", "O", "C", "C", "O", "O", "C", "C", "O", "O", "C", "H", "H", "H", "H", "H", "H", "H", "H", "H", "H", "H", "H", "H", "H", "H", "H", "H", "H", "N", "C"],
  "positions_angstrom": [[1.1604, -2.3028, -0.8852], [0.4310, -3.8265, -6.6690], [0.6018, -2.4605, -5.4193], [-0.0175, -0.8665, -6.1464], [2.3648, -2.3256, -4.8105], [-0.4390, -2.9939, -3.9144], [-1.1853, -4.1603, -3.8983], [-1.7072, -4.6950, -2.7084], [-1.3909, -4.0956, -1.5215], [-0.7314, -2.9187, -1.4980], [-0.3328, -2.3472, -2.6636], [0.3064, -0.7231, -2.4094], [1.0584, -3.6019, -7.5371], [-0.5982, -3.9247, -7.0277], [0.7529, -4.7943, -6.2734], [0.4532, -0.7111, -7.1227], [0.2293, -0.0065, -5.5185], [-1.0992, -0.8894, -6.3027], [3.0570, -2.8049, -5.5067], [2.4882, -2.8109, -3.8415], [2.6679, -1.2826, -4.6993], [-1.3551, -4.6950, -4.8279], [-2.2960, -5.6019, -2.7147], [-1.6582, -4.5146, -0.5611], [0.3415, 5.3007, 2.7346], [1.8384, 4.2034, 3.0197], [2.4772, 3.6136, 1.9324], [3.5727, 2.8053, 2.1578], [4.0194, 2.5891, 3.4659], [3.4070, 3.2349, 4.5410], [2.2977, 4.0265, 4.3214], [5.1003, 1.7643, 3.7830], [5.5329, 0.8908, 3.0606], [4.9365, 0.0449, 2.2287], [5.7287, -0.4891, 1.1741], [5.1654, -1.1742, 0.1427], [3.7554, -1.3614, 0.0982], [3.1860, -1.9396, -0.8753], [2.9469, -0.8898, 1.2153], [1.6119, -1.0269, 1.1016], [0.8324, -0.6681, 2.1049], [1.3798, -0.3059, 3.3447], [2.7329, -0.1269, 3.4551], [3.5427, -0.3151, 2.3266], [2.1288, 3.7899, 0.9243], [4.0976, 2.3674, 1.3157], [3.8097, 3.0941, 5.5372], [1.8008, 4.5185, 5.1457], [6.7927, -0.2826, 1.1908], [5.7583, -1.5593, -0.6756], [-0.5754, -0.0380, 0.7349], [0.7330, -0.1413, 4.1923], [3.1650, 0.1681, 4.4038], [-2.8303, 0.6648, -4.4016], [-2.8943, 0.7039, -2.9598], [-2.0681, 1.5785, -2.3383], [-1.4439, 2.4180, -2.9228], [-2.1062, 1.3181, -0.8560], [-1.5952, 2.2534, -0.0428], [-1.3521, 2.4519, 1.9399], [-3.2090, 3.0117, 2.2704], [-1.2898, 0.6541, 2.5843], [-0.6241, -0.4099, 1.7587], [-2.8904, -0.5089, -0.7358], [-4.7293, 0.0383, -0.4224], [-1.7212, -1.4417, 1.7321], [-2.7783, -1.1676, 1.0612], [-1.8091, -2.5338, 2.3965], [-0.7356, -3.1298, 3.1796], [-1.5100, 0.4804, 3.9652], [-1.4678, -0.5822, 4.6017], [-1.7795, 1.6763, 4.5841], [-2.0888, 1.6599, 5.9806], [-0.8106, 3.4333, -0.6204], [0.3878, 3.3867, -0.5367], [-1.4165, 4.5359, -1.0527], [-2.8398, 4.5974, -1.2144], [-3.3319, -0.2510, -4.6963], [-1.7919, 0.6597, -4.7236], [-3.3382, 1.5304, -4.8175], [-3.4030, 3.9096, 1.6849], [-3.2953, 3.2611, 3.3229], [-3.9261, 2.2333, 2.0117], [-4.8015, 0.5199, 0.5505], [-5.3759, -0.8365, -0.4470], [-5.0210, 0.7310, -1.2087], [-1.0401, -4.1611, 3.3117], [-0.6770, -2.6095, 4.1261], [0.1966, -3.1039, 2.6279], [-2.1287, 0.6401, 6.3489], [-3.0532, 2.1452, 6.1172], [-1.3189, 2.2192, 6.5091], [-3.1352, 5.6120, -0.9692], [-3.3556, 3.8978, -0.5613], [-3.0899, 4.3834, -2.2513], [1.3073, -4.7381, 1.1275], [1.3050, -3.8709, 0.3615]],
  "forces_ev_per_angstrom": [[-0.6, -0.2, 0.7], [0.0, -0.1, -0.2], [-0.1, -0.1, 0.4], [0.0, 0.2, -0.2], [0.1, 0.1, -0.1], [0.0, -0.1, 0.0], [0.0, 0.0, 0.0], [-0.1, -0.1, -0.1], [0.1, 0.2, 0.1], [0.2, -0.1, -0.4], [-0.7, 0.5, -0.3], [0.0, 0.1, -0.3], [0.0, 0.0, 0.0], [0.1, 0.0, 0.0], [0.0, 0.1, 0.0], [0.0, 0.0, 0.1], [0.0, -0.1, 0.0], [0.1, 0.0, 0.0], [0.0, 0.0, 0.0], [0.0, 0.0, 0.0], [0.0, 0.0, 0.0], [0.0, 0.0, 0.1], [0.0, 0.0, 0.0], [0.1, -0.1, 0.0], [0.0, 0.4, 0.0], [0.1, -0.2, 0.1], [-0.1, 0.1, 0.0], [0.2, 0.0, 0.1], [-0.4, 0.2, -0.2], [0.1, -0.1, 0.0], [-0.1, 0.0, -0.1], [-0.2, 1.2, 1.4], [0.7, -1.3, -0.9], [0.1, 0.0, -0.2], [0.0, -0.2, -0.3], [0.5, 0.2, 0.2], [-0.9, -0.8, -1.3], [1.1, 0.8, 1.0], [-0.5, 0.0, 0.1], [0.2, 0.0, -0.2], [0.3, 0.1, 0.2], [-0.2, 0.0, 0.0], [0.2, 0.0, 0.0], [-0.2, 0.0, 0.4], [-0.1, 0.0, 0.0], [-0.1, 0.0, 0.1], [0.0, 0.0, -0.1], [0.0, 0.0, 0.0], [-0.1, 0.0, 0.0], [0.0, 0.0, 0.0], [0.0, -0.1, -0.2], [0.1, 0.0, 0.0], [0.0, 0.0, -0.1], [0.0, 0.0, 0.0], [0.1, 0.1, 0.3], [0.0, 0.0, -0.5], [-0.1, -0.1, 0.3], [0.1, 0.2, 0.4], [0.2, 0.0, -0.1], [-0.6, -0.5, -0.6], [0.0, 0.1, 0.2], [0.3, 1.0, -1.2], [-0.2, -0.2, 0.0], [-0.1, -0.2, -0.7], [0.0, 0.1, 0.1], [-0.7, -1.2, -0.1], [0.8, 0.2, 0.7], [0.1, 0.5, -0.5], [0.2, 0.0, 0.2], [-0.5, -0.7, 3.0], [-0.1, 1.3, -1.2], [0.2, -0.7, -0.7], [0.0, 0.0, 0.3], [0.0, 0.0, -0.1], [-0.1, -0.1, 0.0], [-0.2, -0.1, 0.3], [0.1, 0.0, -0.1], [0.0, 0.0, 0.0], [0.0, 0.0, 0.1], [0.0, 0.1, 0.0], [0.1, 0.0, 0.0], [0.0, 0.0, 0.0], [0.1, 0.0, 0.0], [-0.1, 0.1, 0.0], [0.0, 0.0, 0.0], [0.0, 0.0, 0.0], [0.0, 0.0, 0.0], [0.0, 0.0, 0.1], [0.0, 0.0, -0.1], [0.0, 0.0, 0.0], [0.0, 0.0, 0.0], [0.0, 0.0, 0.0], [0.0, 0.0, 0.0], [0.0, 0.0, 0.0], [0.0, 0.0, 0.0], [0.0, -0.1, 0.1], [0.1, -0.1, 0.3]],
  "total_charge": 1,
  "s2": 6.1065,
  "spin_multiplicity": 5,
  "orbital_gap_ev": [6.312, 4.968],
  "lumo_energy_ev": [-3.743, -5.090]
}

=====

Entry 4:
{
  "formula": "C6H10O",
  "method": "ωB97M-V/def2-TZVPD",
  "species": ["O", "C", "C", "C", "C", "C", "C", "H", "H", "H", "H", "H", "H", "H", "H", "H", "H"],
  "positions_angstrom": [[2.0760, -0.9930, 2.0914], [2.3488, -0.9052, 0.9173], [1.5698, -0.1010, -0.0904], [0.3353, 0.5947, 0.4826], [-0.7812, 0.6864, -0.5327], [-1.5626, -0.5594, -0.8457], [-2.2117, 0.5727, -0.0968], [3.2171, -1.4578, 0.4977], [2.2682, 0.6025, -0.5650], [1.2819, -0.8006, -0.8893], [0.6001, 1.5918, 0.8547], [-0.0082, 0.0279, 1.3564], [-0.5874, 1.3498, -1.3751], [-1.8648, -0.7455, -1.8723], [-1.3145, -1.4582, -0.2841], [-2.9620, 1.1649, -0.6124], [-2.4048, 0.4302, 0.9636]],
  "forces_ev_per_angstrom": [[0.2, 0.0, -0.5], [-0.1, 0.0, 0.3], [0.0, 0.0, 0.0], [-0.1, 0.0, 0.0], [0.1, 0.1, -0.1], [0.0, -0.2, -0.1], [-0.1, 0.1, 0.1], [0.0, 0.1, 0.1], [-0.1, -0.1, 0.0], [0.0, 0.0, 0.1], [0.0, -0.1, 0.0], [0.0, 0.1, -0.1], [-0.1, -0.1, 0.1], [0.0, 0.1, 0.2], [0.0, 0.2, -0.1], [0.1, -0.1, 0.1], [0.1, 0.0, -0.2]],
  "de_lowest_kcal_mol": 16.8,
  "orbital_gap_ev": 10.861,
  "smiles": "O=CCCC1CC1",
  "lumo_energy_ev": 1.069
}